15
Properties=species:S:1:pos:R:3:nbo_charge:R:1 method="wB97M-V/def2-TZVPD" homo_lumo_gap_ev=9.644 charge=0 fmax_ev_per_a=5.3
B 0.28788 -1.50611 -0.56393 1.0174
C -0.82330 -0.45084 -0.54658 -0.2733
C 0.30901 0.96578 0.58587 0.0452
C -2.15739 -0.29684 -0.61604 -0.3790
C -0.20309 2.14093 0.77371 -0.4677
C 1.60250 0.19381 0.55696 -0.1370
O 1.55301 -1.09972 -0.08186 -0.6971
O 0.28706 -2.62909 -1.24011 -0.8410
H -2.66992 0.62411 -0.25265 0.2116
H -2.64102 -1.13615 -1.07170 0.2178
H 0.08828 3.03934 1.27739 0.2132
H -1.23106 2.24038 0.49213 0.1983
H 2.39475 0.74531 0.04313 0.2038
H 2.04141 0.12442 1.66045 0.1931
H 1.16185 -2.95532 -1.01678 0.4947